one | C5H10O2S | ωB97M-V/def2-TZVPD

The HOMO-LUMO gap comes out at 9.73 eV. Its LUMO energy is 0.025 Eh. The SMILES is CS[C@]1(CO)C[C@@H]1O.

Geometry as ORCA input:
```
! RIJCOSX wB97M-V def2-TZVPD def2/J DEFGRID3
* xyz 0 1
C 1.70166 -1.47897 0.62592
S 0.44197 -1.12288 -0.66507
C -0.21903 0.36938 0.06877
C 0.50519 1.66482 -0.29318
O 1.91356 1.57919 -0.09288
C -0.97735 0.13908 1.36001
C -1.72462 0.52110 0.12680
O -2.54897 -0.34767 -0.49768
H 2.45934 -0.62535 0.75287
H 1.23400 -1.74458 1.54247
H 2.20549 -2.41891 0.31398
H 0.29486 1.76721 -1.37099
H 0.10342 2.50309 0.25966
H 2.18867 0.99805 -0.77273
H -1.07225 -0.87811 1.69652
H -0.85935 0.91149 2.15150
H -2.13488 1.53776 -0.00982
H -2.12262 -1.22922 -0.52773
*
```

In the natural (NBO) picture, each atom carries the following charge in e:
1 C -0.74
2 S 0.19
3 C -0.26
4 C -0.07
5 O -0.71
6 C -0.46
7 C 0.11
8 O -0.69
9 H 0.24
10 H 0.21
11 H 0.23
12 H 0.17
13 H 0.19
14 H 0.46
15 H 0.23
16 H 0.22
17 H 0.19
18 H 0.48

two | C5H10O2S | ωB97M-V/def2-TZVPD

The HOMO-LUMO gap comes out at 10.06 eV. Its LUMO energy is 0.026 Eh.

Geometry as ORCA input:
```
! RIJCOSX wB97M-V def2-TZVPD def2/J DEFGRID3
* xyz 0 1
C -0.32328 1.41460 -1.46367
C -0.21578 1.14969 0.00678
C -0.80610 -0.29555 1.54660
C 0.38696 -0.33832 0.60218
C 0.54786 -1.20746 -0.61894
H -0.66965 2.53833 -1.48977
H 0.91080 1.18494 -1.96675
H -1.35658 0.72534 -2.05032
H 0.18105 2.00996 0.63097
H -0.33798 0.23593 2.44624
H -1.27648 -1.13584 1.89091
H 1.97572 -1.22992 1.97372
H 1.54806 -2.00052 -0.55216
H 0.98509 -0.48819 -1.53094
H -1.38340 -1.28942 -0.76598
O -1.48053 0.62950 0.65884
O -0.68581 -1.91322 -0.77386
S 2.00005 0.01015 1.45616
*
```

In the natural (NBO) picture, each atom carries the following charge in e:
1 C -0.67
2 C 0.06
3 C -0.09
4 C -0.16
5 C -0.09
6 H 0.25
7 H 0.24
8 H 0.24
9 H 0.20
10 H 0.18
11 H 0.20
12 H 0.12
13 H 0.20
14 H 0.18
15 H 0.47
16 O -0.56
17 O -0.72
18 S -0.05

Relative energies, in hartree, with the most stable structure set to zero: one 0.0000; two 0.1320.

one | C24H27N3O4 | ωB97M-V/def2-TZVPD

The HOMO-LUMO gap comes out at 8.25 eV. Its LUMO energy is 0.011 Eh. The SMILES is CCOC(=O)c1ccc(N2C(=O)C[C@H](N3CCN(Cc4ccccc4)CC3)C2=O)cc1.

Geometry as ORCA input:
```
! RIJCOSX wB97M-V def2-TZVPD def2/J DEFGRID3
* xyz 0 1
C -7.08866 -3.80464 0.86131
C -6.52425 -3.43691 -0.50361
O -5.40773 -2.55582 -0.38662
C -5.67876 -1.25280 -0.23903
O -6.79665 -0.79755 -0.22584
C -4.44851 -0.43237 -0.10768
C -3.17917 -1.00228 -0.08002
C -2.06138 -0.20154 0.04417
C -2.20493 1.17810 0.14856
N -1.06179 2.00339 0.28991
C -0.93425 3.24539 -0.32892
O -1.70042 3.69243 -1.13658
C 0.31526 3.89549 0.21465
C 1.08774 2.76790 0.90439
N 2.24525 2.38983 0.12146
C 2.00735 1.79289 -1.18383
C 1.87774 0.26048 -1.14014
N 2.98445 -0.39248 -0.47002
C 4.20455 -0.47410 -1.25575
C 5.18034 -1.42811 -0.61915
C 4.74190 -2.67052 -0.17660
C 5.62647 -3.55995 0.40394
C 6.96251 -3.22073 0.54419
C 7.40671 -1.98620 0.10512
C 6.51846 -1.09338 -0.47040
C 3.16671 0.18361 0.85305
C 3.32691 1.71106 0.81701
C 0.02187 1.68094 1.09511
O 0.08662 0.71676 1.81094
C -3.47144 1.75430 0.12942
C -4.58412 0.94986 -0.00280
H -6.31126 -4.23854 1.48573
H -7.48114 -2.91676 1.35081
H -7.89267 -4.52501 0.74109
H -6.13696 -4.31741 -1.02068
H -7.29514 -2.95380 -1.11314
H -3.07264 -2.07228 -0.15916
H -1.08129 -0.64990 0.07029
H 0.01199 4.66749 0.92392
H 0.88993 4.37514 -0.57597
H 1.45766 3.06368 1.89074
H 2.86261 2.06265 -1.81399
H 1.11232 2.22649 -1.63312
H 0.96976 -0.01271 -0.59452
H 1.79128 -0.13028 -2.15673
H 3.92560 -0.86373 -2.24164
H 4.69594 0.50027 -1.41172
H 3.69785 -2.92142 -0.28408
H 5.27530 -4.52216 0.74711
H 7.65461 -3.91614 0.99584
H 8.44670 -1.71449 0.21360
H 6.87128 -0.12845 -0.80826
H 2.28755 -0.07720 1.44832
H 4.04485 -0.27130 1.31443
H 4.25082 1.97005 0.28763
H 3.40122 2.10266 1.83226
H -3.58068 2.82366 0.21037
H -5.57540 1.37614 -0.02126
*
```

In the natural (NBO) picture, each atom carries the following charge in e:
1 C -0.63
2 C -0.07
3 O -0.51
4 C 0.79
5 O -0.60
6 C -0.17
7 C -0.17
8 C -0.17
9 C 0.14
10 N -0.51
11 C 0.71
12 O -0.55
13 C -0.52
14 C -0.13
15 N -0.44
16 C -0.25
17 C -0.22
18 N -0.45
19 C -0.26
20 C 0.06
21 C -0.23
22 C -0.21
23 C -0.22
24 C -0.21
25 C -0.24
26 C -0.26
27 C -0.23
28 C 0.70
29 O -0.56
30 C -0.20
31 C -0.16
32 H 0.21
33 H 0.22
34 H 0.22
35 H 0.19
36 H 0.20
37 H 0.23
38 H 0.22
39 H 0.25
40 H 0.26
41 H 0.23
42 H 0.20
43 H 0.20
44 H 0.19
45 H 0.20
46 H 0.21
47 H 0.17
48 H 0.22
49 H 0.21
50 H 0.21
51 H 0.21
52 H 0.21
53 H 0.22
54 H 0.21
55 H 0.19
56 H 0.21
57 H 0.23
58 H 0.24

two | C24H27N3O4 | ωB97M-V/def2-TZVPD

The HOMO-LUMO gap comes out at 8.63 eV. Its LUMO energy is 0.025 Eh. The SMILES is CCOc1ccc(N(CC)C(=O)CCNC(=O)Cn2ccc3ccccc3c2=O)cc1.

Geometry as ORCA input:
```
! RIJCOSX wB97M-V def2-TZVPD def2/J DEFGRID3
* xyz 0 1
C 4.57991 -4.47618 2.09312
C 3.24446 -4.08510 2.71991
O 2.18098 -4.09271 1.78946
C 2.03260 -3.05927 0.91780
C 2.81605 -1.91158 0.87455
C 2.53056 -0.90836 -0.03435
C 1.48801 -1.03975 -0.93827
N 1.21888 -0.00798 -1.88251
C 2.32629 0.40221 -2.72652
C 2.45764 -0.50775 -3.94795
C -0.05048 0.44737 -2.01058
O -0.95532 0.02400 -1.30625
C -0.28071 1.54862 -3.03913
C -1.77577 1.81115 -3.27323
N -2.43570 2.13093 -2.03181
C -2.54614 3.39442 -1.58326
O -2.47880 4.38151 -2.28242
C -2.84776 3.49895 -0.07671
N -2.50791 2.30738 0.66508
C -3.47005 1.38762 0.96834
C -3.19297 0.23028 1.59986
C -1.85145 -0.05176 1.99694
C -1.49434 -1.21458 2.69098
C -0.19794 -1.41258 3.10197
C 0.78044 -0.45814 2.82984
C 0.45979 0.67125 2.11479
C -0.85302 0.88966 1.69290
C -1.16007 2.09680 0.93452
O -0.32745 2.90187 0.54907
C 0.71402 -2.19527 -0.90812
C 0.97670 -3.18377 0.01337
H 5.34969 -4.50677 2.85937
H 4.49693 -5.45889 1.63599
H 4.87324 -3.76514 1.32477
H 3.31682 -3.11058 3.21822
H 2.95625 -4.83063 3.46669
H 3.64307 -1.76921 1.55207
H 3.12745 -0.00869 -0.01936
H 3.24424 0.33506 -2.14038
H 2.20084 1.44197 -3.02851
H 2.61873 -1.53481 -3.62820
H 3.30188 -0.19426 -4.55611
H 1.55856 -0.47792 -4.55866
H 0.17257 2.46371 -2.64682
H 0.18675 1.29990 -3.99087
H -2.25165 0.92223 -3.69654
H -1.90188 2.65588 -3.95409
H -2.35144 1.37004 -1.36456
H -2.24528 4.33186 0.29804
H -3.90473 3.73624 0.05926
H -4.47305 1.64915 0.66315
H -3.97619 -0.47697 1.81670
H -2.25617 -1.94935 2.90762
H 0.06551 -2.31023 3.64256
H 1.78983 -0.60802 3.18180
H 1.20146 1.41814 1.87487
H -0.10354 -2.31073 -1.60092
H 0.37286 -4.07616 0.05361
*
```

In the natural (NBO) picture, each atom carries the following charge in e:
1 C -0.64
2 C -0.06
3 O -0.50
4 C 0.30
5 C -0.27
6 C -0.21
7 C 0.11
8 N -0.45
9 C -0.20
10 C -0.62
11 C 0.71
12 O -0.66
13 C -0.51
14 C -0.22
15 N -0.64
16 C 0.68
17 O -0.63
18 C -0.31
19 N -0.42
20 C 0.03
21 C -0.27
22 C -0.01
23 C -0.21
24 C -0.20
25 C -0.17
26 C -0.16
27 C -0.15
28 C 0.66
29 O -0.64
30 C -0.18
31 C -0.24
32 H 0.22
33 H 0.22
34 H 0.21
35 H 0.17
36 H 0.19
37 H 0.21
38 H 0.22
39 H 0.21
40 H 0.21
41 H 0.22
42 H 0.21
43 H 0.20
44 H 0.25
45 H 0.22
46 H 0.20
47 H 0.23
48 H 0.43
49 H 0.26
50 H 0.22
51 H 0.21
52 H 0.22
53 H 0.21
54 H 0.21
55 H 0.20
56 H 0.23
57 H 0.23
58 H 0.22

Relative energies, in hartree, with the most stable structure set to zero: one 0.0272; two 0.0000.

one | C26H27N5O3 | ωB97M-V/def2-TZVPD

The HOMO-LUMO gap comes out at 7.26 eV. Its LUMO energy is -0.003 Eh. The SMILES is C=CCOC(=O)[C@H](C#N)c1nc2ccccc2nc1N1CCN(c2ccccc2OCC)CC1.

Geometry as ORCA input:
```
! RIJCOSX wB97M-V def2-TZVPD def2/J DEFGRID3
* xyz 0 1
C -7.00736 -1.36062 -1.82065
C -5.86357 -0.74319 -1.59899
C -4.56378 -1.44997 -1.36466
O -3.96702 -1.03876 -0.12721
C -3.19897 0.03453 -0.14787
O -2.96756 0.70485 -1.11958
C -2.60188 0.27220 1.24526
C -2.87654 1.60040 1.72333
N -3.15145 2.63192 2.13254
C -1.12652 -0.11455 1.19716
N -0.94498 -1.40185 1.17116
C 0.29955 -1.90343 1.31128
C 0.55097 -3.27682 1.16992
C 1.80179 -3.76108 1.44387
C 2.82321 -2.90305 1.88200
C 2.60468 -1.56016 2.02658
C 1.34259 -1.02637 1.70687
N 1.14686 0.30044 1.70271
C -0.01658 0.79040 1.31514
N -0.10235 2.14369 1.15589
C 1.11661 2.87945 1.43444
C 2.14545 2.65408 0.29723
N 1.47792 2.18322 -0.90271
C 1.49662 0.82745 -1.23219
C 0.35923 0.16035 -1.68653
C 0.37379 -1.18674 -2.00215
C 1.53645 -1.91339 -1.86846
C 2.69575 -1.26641 -1.47185
C 2.70355 0.08738 -1.18084
O 3.83925 0.77669 -0.82778
C 5.10430 0.16255 -0.93613
C 5.57533 0.02023 -2.38082
C 0.27760 2.95429 -1.12314
C -0.77168 2.71902 0.00466
H -7.91854 -0.81678 -1.99840
H -7.07680 -2.43564 -1.84516
H -5.80183 0.33626 -1.57489
H -4.70430 -2.52839 -1.27618
H -3.86511 -1.22339 -2.17991
H -3.09324 -0.44232 1.91839
H -0.25128 -3.91944 0.84222
H 2.01188 -4.81446 1.33047
H 3.79742 -3.31701 2.10017
H 3.38565 -0.88438 2.33947
H 0.83769 3.93219 1.51729
H 1.52132 2.53760 2.38568
H 2.87960 1.92108 0.61088
H 2.65799 3.59426 0.06495
H -0.57623 0.68511 -1.78553
H -0.53728 -1.66276 -2.33340
H 1.55918 -2.97122 -2.08039
H 3.60301 -1.84394 -1.39531
H 5.11693 -0.80696 -0.42177
H 5.77270 0.84122 -0.39710
H 4.90719 -0.62601 -2.94430
H 6.57706 -0.40063 -2.40070
H 5.59066 0.99668 -2.85828
H -0.14747 2.72056 -2.09882
H 0.58057 4.00613 -1.13171
H -1.22746 3.66574 0.30937
H -1.55981 2.06216 -0.34977
*
```

In the natural (NBO) picture, each atom carries the following charge in e:
1 C -0.36
2 C -0.21
3 C -0.12
4 O -0.48
5 C 0.84
6 O -0.60
7 C -0.47
8 C 0.30
9 N -0.29
10 C 0.19
11 N -0.36
12 C 0.09
13 C -0.17
14 C -0.23
15 C -0.20
16 C -0.20
17 C 0.14
18 N -0.47
19 C 0.40
20 N -0.42
21 C -0.24
22 C -0.23
23 N -0.45
24 C 0.22
25 C -0.30
26 C -0.22
27 C -0.23
28 C -0.29
29 C 0.25
30 O -0.52
31 C -0.06
32 C -0.64
33 C -0.23
34 C -0.26
35 H 0.21
36 H 0.19
37 H 0.21
38 H 0.20
39 H 0.21
40 H 0.30
41 H 0.22
42 H 0.21
43 H 0.21
44 H 0.22
45 H 0.20
46 H 0.23
47 H 0.25
48 H 0.19
49 H 0.22
50 H 0.21
51 H 0.21
52 H 0.22
53 H 0.17
54 H 0.19
55 H 0.22
56 H 0.21
57 H 0.22
58 H 0.22
59 H 0.20
60 H 0.21
61 H 0.24

two | C26H27N5O3 | ωB97M-V/def2-TZVPD

The HOMO-LUMO gap comes out at 7.56 eV. Its LUMO energy is -0.006 Eh.

Geometry as ORCA input:
```
! RIJCOSX wB97M-V def2-TZVPD def2/J DEFGRID3
* xyz 0 1
C 0.87977 -1.85057 -3.64382
H 0.32230 -2.77382 -3.67720
O 1.13713 -1.27376 -2.53336
C 1.71457 -1.78701 -1.44555
C 2.28951 -2.86470 -1.67098
C 2.88423 -3.60891 -0.42770
C 2.89643 -2.98519 0.88123
C 2.60337 -1.74736 0.85876
C 1.91644 -1.10429 -0.13175
C 1.16503 0.17065 0.20238
O 1.66065 0.58259 1.38510
N 0.42416 0.65163 -0.55121
C -0.78683 1.77864 -0.57356
C -1.87601 1.34296 -1.11444
C -2.19851 0.38679 -2.01833
C -3.06932 0.41700 -3.01182
N -3.30484 -0.72113 -3.74473
C -2.66797 -1.72759 -2.83874
C -2.44299 -3.22779 -3.16082
C -1.96093 -3.93340 -1.96342
C -1.34583 -3.16841 -0.92479
C -1.49636 -1.95676 -0.55068
C -2.00158 -1.20332 -1.71520
H -1.19773 -1.50291 0.31590
H -0.70097 -3.85653 -0.23362
H -1.85029 -4.98413 -2.22248
H -3.05929 -3.47824 -3.97652
C -3.71316 -1.18377 -4.96932
H -4.25139 -0.10760 -5.25869
H -4.77311 -1.73584 -4.78777
H -3.04965 -1.60704 -5.67961
H -3.26795 1.40038 -3.65475
H -2.59459 2.20758 -1.09884
C -0.65246 2.99833 0.27960
O -1.58868 3.68488 0.46532
N 0.74232 3.01802 0.73254
H 1.44254 2.51497 0.68588
C 0.70189 4.19513 1.73478
C 1.38918 3.83713 2.98730
H 2.34544 3.21879 2.99955
H 1.39323 4.68181 3.58785
C 0.26244 2.86607 3.90113
N 0.88299 2.39435 4.89106
C 1.50865 1.28950 4.84393
N 2.16744 0.91533 6.06531
C 1.53837 1.86407 6.66647
C 0.78791 2.82066 6.02009
H 0.26217 3.73841 6.24811
H 1.97178 1.85541 7.79865
H 1.80745 0.57992 4.07723
H -0.48664 3.51520 3.89586
H 0.08636 2.15802 2.90919
H 1.66929 4.90525 0.93645
H -0.21700 4.85550 1.65196
H -0.07852 -0.02377 -1.45062
H 2.46264 -1.47688 1.95084
H 3.59675 -3.43117 1.53151
H 3.37832 -4.64726 -0.53879
H 2.27926 -3.66101 -2.47470
H 1.66260 -2.19703 -4.07723
H 0.39997 -1.01779 -4.38294
*
```

In the natural (NBO) picture, each atom carries the following charge in e:
1 C -0.21
2 H 0.17
3 O -0.50
4 C 0.28
5 C -0.32
6 C -0.12
7 C -0.27
8 C -0.15
9 C -0.13
10 C 0.61
11 O -0.77
12 N -0.62
13 C 0.11
14 C -0.21
15 C -0.19
16 C 0.08
17 N -0.39
18 C 0.12
19 C -0.21
20 C -0.21
21 C -0.21
22 C -0.20
23 C -0.06
24 H 0.24
25 H 0.22
26 H 0.23
27 H 0.21
28 C -0.40
29 H 0.22
30 H 0.22
31 H 0.22
32 H 0.21
33 H 0.26
34 C 0.65
35 O -0.58
36 N -0.61
37 H 0.40
38 C -0.23
39 C -0.43
40 H 0.24
41 H 0.20
42 C -0.19
43 N -0.36
44 C 0.08
45 N -0.41
46 C -0.05
47 C -0.15
48 H 0.22
49 H 0.16
50 H 0.24
51 H 0.21
52 H 0.24
53 H 0.16
54 H 0.27
55 H 0.48
56 H 0.25
57 H 0.22
58 H 0.21
59 H 0.24
60 H 0.16
61 H 0.18

Relative energies, in hartree, with the most stable structure set to zero: one 0.0000; two 0.7396.